Entry 1:
DFT (ωB97M-V/def2-TZVPD) results for an isolated ion of composition CH7N4 and charge +1.

XYZ file:
```
12
Properties=species:S:1:pos:R:3
N 2.1496 -0.7966 0.2898
C 0.6109 0.0201 -0.0484
N 0.7416 1.0708 -0.6793
N -0.3503 -0.6481 0.3602
N -1.7391 -0.2512 0.2206
H 1.8672 -1.8251 0.1849
H 2.1916 -0.4570 1.2464
H 0.0003 1.7107 -0.9266
H 1.6221 1.6052 -0.7822
H -2.2933 -0.6948 1.1109
H -1.8438 0.8021 0.1360
H -2.0966 -0.7225 -0.6113
```

Its SMILES is NC(N)=N[NH3+]. Its charge is +1. For the total energy, the calculation gives -7101.257 eV. For the strongest force on any atom, the calculation gives 8.07 eV/A. The value obtained for the LUMO energy is -0.153 Eh. Its HOMO-LUMO gap is 10.1 eV. The energy above the lowest of the compared OMol25 structures with the same formula, charge and spin is 153.5 kJ/mol.

=====

Entry 2:
DFT (ωB97M-V/def2-TZVPD) results for an isolated ion of composition CH7N4S and charge +1.

XYZ file:
```
13
Properties=species:S:1:pos:R:3
N -1.8997 -0.2629 -0.2192
N -0.8963 0.7669 -0.2070
C 0.4566 0.0383 -0.2150
N 0.3342 -1.2564 -0.1901
N 1.6339 0.6536 -0.2096
S 3.2722 0.0149 -0.0575
H -2.6365 -0.0113 -0.9194
H -2.2215 -0.4353 0.7217
H -0.8607 1.2511 -1.0163
H 1.2181 -1.8537 -0.1694
H -0.5936 -1.5008 -0.3085
H 1.4924 1.6926 -0.1839
H 3.4556 0.5174 1.2440
```

Its SMILES is NN/C(N)=[NH+]/S. Its charge is +1. For the total energy, the calculation gives -17938.038 eV. For the strongest force on any atom, the calculation gives 5.97 eV/A. The value obtained for the LUMO energy is -0.132 Eh. Its HOMO-LUMO gap is 10.7 eV. The energy above the lowest of the compared OMol25 structures with the same formula, charge and spin is 75.1 kJ/mol.

=====

Entry 3:
DFT (ωB97M-V/def2-TZVPD) results for an isolated ion of composition CH7N4S2 and charge +1.

XYZ file:
```
14
Properties=species:S:1:pos:R:3
N -1.9855 -0.7359 -0.8145
C -0.8830 -0.3274 -0.1862
N -0.9464 -0.4153 1.1678
N 0.1142 0.2055 -0.8126
N 1.2970 0.5615 -0.3245
S 1.2500 2.0502 0.8170
S 2.2684 -0.8793 0.6524
H -1.9418 -0.9196 -1.8307
H -2.9073 -0.7420 -0.3617
H -0.4823 0.2185 1.7671
H -1.4682 -1.0663 1.6787
H 1.9311 0.8402 -1.1535
H 1.6439 2.9607 -0.1040
H 2.1100 -1.7507 -0.4954
```

Its SMILES is NC(N)=N[NH+](S)S. Its charge is +1. For the total energy, the calculation gives -28772.182 eV. For the strongest force on any atom, the calculation gives 3.14 eV/A. The value obtained for the LUMO energy is -0.185 Eh. Its HOMO-LUMO gap is 8.6 eV. The energy above the lowest of the compared OMol25 structures with the same formula, charge and spin is 43.9 kJ/mol.

=====

Entry 4:
DFT (ωB97M-V/def2-TZVPD) results for the molecule CH7N5.

XYZ file:
```
13
Properties=species:S:1:pos:R:3
N -0.7008 -1.1036 0.9190
C -0.3031 0.0304 0.1542
N -1.3229 -0.3133 -0.8569
N 1.7863 0.3138 -0.6480
N -0.4188 1.3299 0.7246
N 0.9012 -0.6301 -0.0759
H -0.6402 -2.0116 0.4583
H -2.2450 -0.6629 -0.6352
H -0.8945 -0.6908 -1.6943
H 2.6152 -0.1649 -0.9831
H 2.0478 1.0379 0.0231
H -1.2357 1.3851 1.3230
H 0.4104 1.4801 1.2910
```

Its charge is 0. For the total energy, the calculation gives -8595.137 eV. For the strongest force on any atom, the calculation gives 6.24 eV/A. The value obtained for the LUMO energy (spin up / spin down) is -0.007 / 0.024 Eh. Its HOMO-LUMO gap (spin up / spin down) is 7.9 / 8.8 eV. The energy above the lowest of the compared OMol25 structures with the same formula, charge and spin is 418.9 kJ/mol.

=====

Entry 5:
DFT (ωB97M-V/def2-TZVPD) results for the molecule CH7N5S.

XYZ file:
```
14
Properties=species:S:1:pos:R:3
N 1.9492 -1.2559 -0.1353
N 0.7114 -0.8146 0.3973
C 0.0460 0.2540 -0.1571
N -1.2200 0.4527 -0.1877
S -2.2187 -0.8067 0.4203
N 0.8618 1.2148 -0.7877
N 1.8540 1.8476 -0.0119
H 2.0153 -0.9863 -1.1288
H 2.7155 -0.7909 0.3480
H 0.1382 -1.5938 0.6261
H -3.3314 -0.4604 -0.2626
H 0.2192 1.9341 -1.1855
H 2.7527 1.3199 -0.0829
H 1.6195 1.8474 0.9802
```

Its SMILES is NNC(=NS)NN. Its charge is 0. For the total energy, the calculation gives -19434.117 eV. For the strongest force on any atom, the calculation gives 1.63 eV/A. The value obtained for the LUMO energy is 0.032 Eh. Its HOMO-LUMO gap is 9.1 eV. The energy above the lowest of the compared OMol25 structures with the same formula, charge and spin is 5.0 kJ/mol.

=====

Entry 6:
DFT (ωB97M-V/def2-TZVPD) results for a 2-piece molecular cluster, CH7NO3 overall.

XYZ file:
```
12
Properties=species:S:1:pos:R:3
O -0.9386 0.0591 1.3890
C -0.3591 1.3343 0.8611
O 1.0021 1.2897 0.5866
H -0.5671 -0.6430 0.8097
H -1.0395 2.1067 0.5119
H -0.5693 1.3230 2.0450
H 1.5187 1.1022 1.3837
N 0.0200 -1.3182 -2.0097
O 0.4722 -1.2087 -0.6477
H 0.4628 -2.1634 -2.3661
H -0.9786 -1.5054 -1.9454
H 0.9763 -0.3763 -0.6182
```

Its SMILES is OCO.NO. Its charge is 0. For the total energy, the calculation gives -8778.580 eV. For the strongest force on any atom, the calculation gives 7.92 eV/A. The value obtained for the LUMO energy is 0.027 Eh. Its HOMO-LUMO gap is 9.8 eV. The energy above the lowest of the compared OMol25 structures with the same formula, charge and spin is 477.4 kJ/mol.